A.
ORCA calculation (ωB97M-V with the def2-TZVPD basis set) on one molecule with the formula C3H4N4.

HOMO ... -0.3057 Ha
SMILES ... [H]/N=N\N=C/N1C=C1
LUMO energy ... 0.30 eV
Gap between HOMO and LUMO ... 0.317 hartree

Last column: natural (NBO) charge in e.
CARTESIAN COORDINATES (ANGSTROEM)
C: -2.09 0.19 -0.07  -0.004
C: -0.01 -1.12 -0.15  0.201
H: -0.09 -2.06 -0.81  0.197
N: 2.71 0.86 -0.12  -0.408
N: 2.07 -0.08 0.33  0.047
H: -2.52 0.13 -1.04  0.238
N: 1.21 -0.82 -0.18  -0.264
H: 2.42 1.23 -0.96  0.281
C: -1.35 0.80 0.79  -0.044
H: -1.26 1.47 1.61  0.241
N: -1.09 -0.60 0.59  -0.485

***

B.
ORCA calculation (ωB97M-V with the def2-TZVPD basis set) on one molecule with the formula C3H4N4.

HOMO ... -0.3446 Ha
SMILES ... Nc1cncnn1
LUMO energy ... -0.44 eV
Gap between HOMO and LUMO ... 0.329 hartree

Last column: natural (NBO) charge in e.
CARTESIAN COORDINATES (ANGSTROEM)
H: 2.79 -0.57 -0.75  0.424
N: 1.97 -0.27 0.11  -0.856
H: 2.02 0.67 0.83  0.409
N: -0.06 -1.44 0.16  -0.107
C: 0.64 -0.29 -0.22  0.161
N: -1.36 -1.46 -0.03  -0.224
N: -1.41 1.06 0.08  -0.386
H: -3.17 -0.18 0.04  0.205
C: -0.03 0.80 -0.07  0.010
C: -1.99 -0.18 -0.04  0.176
H: 0.62 1.86 -0.11  0.189

***

The energy of each structure relative to the most stable one, in hartree, is as follows: A 0.1062; B 0.0000.

***

A.
ORCA calculation (ωB97M-V with the def2-TZVPD basis set) on C3H4N4 as an isolated structure.

HOMO ... -0.3461 Ha
LUMO energy ... 0.94 eV
Gap between HOMO and LUMO ... 0.381 hartree

Last column: natural (NBO) charge in e.
CARTESIAN COORDINATES (ANGSTROEM)
N: 1.67 0.92 -0.15  -0.584
H: 1.89 1.40 0.74  0.354
H: 2.02 -0.94 1.16  0.203
N: -1.21 1.12 0.10  -0.270
C: 1.69 -0.83 0.04  -0.234
N: -0.96 -1.10 -0.04  -0.220
H: -2.64 -0.38 0.42  0.398
C: 0.09 0.73 -0.12  0.243
H: 2.57 -1.27 -0.49  0.242
C: 0.17 -0.64 -0.05  0.022
N: -1.72 -0.13 -0.06  -0.154

***

B.
ORCA calculation (ωB97M-V with the def2-TZVPD basis set) on C3H4N4 as an isolated structure.

HOMO ... -0.3730 Ha
LUMO energy ... -0.62 eV
Gap between HOMO and LUMO ... 0.350 hartree

Last column: natural (NBO) charge in e.
CARTESIAN COORDINATES (ANGSTROEM)
H: 1.30 0.69 -0.59  0.281
C: -0.26 -1.05 -1.13  0.119
H: 1.98 -1.33 -0.75  0.252
H: -0.47 -1.05 -2.32  0.200
C: 1.11 -0.69 -0.42  -0.357
N: 0.13 2.77 0.55  0.070
H: -1.27 -1.28 1.73  0.195
N: 0.66 -0.74 0.99  -0.427
N: 0.15 1.85 -0.27  -0.059
C: -0.68 -0.90 0.84  0.174
N: -1.31 -1.19 -0.38  -0.449

***

C.
ORCA calculation (ωB97M-V with the def2-TZVPD basis set) on one molecule with the formula C3H4N4.

HOMO ... -0.3225 Ha
LUMO energy ... 0.93 eV
Gap between HOMO and LUMO ... 0.357 hartree

Last column: natural (NBO) charge in e.
CARTESIAN COORDINATES (ANGSTROEM)
H: -2.07 -1.34 0.17  0.212
H: 2.43 -1.73 -0.72  0.218
C: -1.19 -0.73 0.33  0.041
N: 1.03 -0.38 -1.34  -0.050
N: -0.03 -0.86 0.83  -0.340
C: 1.47 -1.49 -1.15  -0.010
C: -0.39 0.42 0.09  0.277
N: -0.55 1.67 0.73  -0.820
H: 0.33 2.16 0.80  0.375
H: -0.99 1.59 1.64  0.373
N: 0.25 0.58 -1.23  -0.278

***

The energy of each structure relative to the most stable one, in hartree, is as follows: A 0.0695; B 0.0000; C 0.0558.

***

A.
ORCA calculation (ωB97M-V with the def2-TZVPD basis set) on C3H4N4 as an isolated structure.

HOMO ... -0.3642 Ha
LUMO energy ... 0.39 eV
Gap between HOMO and LUMO ... 0.379 hartree

Last column: natural (NBO) charge in e.
CARTESIAN COORDINATES (ANGSTROEM)
H: -1.93 -1.28 -0.09  0.192
N: 0.42 -0.95 0.07  -0.311
C: -2.15 -0.23 -0.04  -0.071
H: -3.20 0.00 -0.01  0.185
H: 0.84 2.20 -0.05  0.214
H: 2.38 -1.63 0.04  0.197
N: -1.29 0.70 0.07  -0.222
C: 1.73 -0.77 -0.01  0.152
C: 1.04 1.16 0.03  0.192
N: 0.00 0.31 0.01  -0.059
N: 2.16 0.49 -0.02  -0.469

***

B.
ORCA calculation (ωB97M-V with the def2-TZVPD basis set) on one molecule with the formula C3H4N4.

HOMO ... -0.3258 Ha
SMILES ... [H]/N=N/c1cn[nH]c1
LUMO energy ... -0.60 eV
Gap between HOMO and LUMO ... 0.304 hartree

Last column: natural (NBO) charge in e.
CARTESIAN COORDINATES (ANGSTROEM)
C: -0.31 0.23 0.10  -0.061
N: 1.11 -1.36 -0.74  -0.258
N: 0.60 -0.42 -1.72  -0.375
C: -0.36 0.34 -1.25  -0.022
H: -1.18 1.03 2.93  0.327
H: 0.97 -1.23 1.48  0.252
H: 0.98 -0.38 -2.74  0.429
H: -1.14 0.92 -1.77  0.243
N: -1.19 0.82 1.10  -0.143
C: 0.69 -0.92 0.43  -0.010
N: -0.17 0.97 2.18  -0.381

***

The energy of each structure relative to the most stable one, in hartree, is as follows: A 0.0000; B 0.1444.

***

A.
ORCA calculation (ωB97M-V with the def2-TZVPD basis set) on an isolated ion of composition C4H9N2OS and charge -1.

Charge ... -1
HOMO ... -0.0943 Ha
SMILES ... C[C@H](C[S-])NC(N)=O
LUMO energy ... 3.62 eV
Gap between HOMO and LUMO ... 0.227 hartree

Last column: natural (NBO) charge in e.
CARTESIAN COORDINATES (ANGSTROEM)
H: -1.91 0.10 0.58  0.192
N: 1.85 1.91 0.30  -0.898
S: -2.09 -1.00 -2.22  -0.711
H: 1.66 1.95 -0.70  0.376
H: -1.61 -2.26 0.38  0.235
C: -0.84 -0.03 -1.28  -0.549
C: 1.34 0.60 0.68  0.787
O: 2.06 -0.36 0.76  -0.630
N: -0.01 0.65 0.98  -0.642
H: 0.19 -0.21 -1.61  0.176
C: -0.97 -0.25 0.21  -0.043
C: -0.71 -1.69 0.59  -0.627
H: -0.30 1.61 0.85  0.372
H: -1.14 1.00 -1.52  0.186
H: 2.86 1.85 0.38  0.364
H: -0.48 -1.77 1.65  0.195
H: 0.09 -2.10 -0.02  0.217

***

B.
ORCA calculation (ωB97M-V with the def2-TZVPD basis set) on a 2-piece molecular cluster, C4H9N2OS overall.

Charge ... -1
HOMO ... -0.1323 Ha
LUMO energy ... 2.24 eV
Gap between HOMO and LUMO ... 0.215 hartree

Last column: natural (NBO) charge in e.
CARTESIAN COORDINATES (ANGSTROEM)
N: 1.10 1.14 1.71  -0.867
H: -2.14 -1.25 -1.47  0.117
H: -0.12 2.34 0.42  0.158
C: -0.44 -0.42 -0.52  0.030
C: 0.72 1.65 0.29  -0.049
H: 1.55 2.23 -0.16  0.164
C: -1.46 -0.35 -1.45  0.295
H: 0.37 0.89 -1.61  0.376
S: 0.26 -2.02 1.88  -0.424
H: -0.71 -2.51 -0.28  0.201
H: -1.26 -0.02 1.48  -0.061
O: -1.59 0.44 -2.49  -0.672
N: 0.55 0.58 -0.72  -0.675
H: 1.81 0.42 1.45  0.352
H: 1.03 -1.93 -0.45  0.227
H: 0.28 0.51 1.91  0.383
C: 0.05 -1.73 0.01  -0.556

***

The energy of each structure relative to the most stable one, in hartree, is as follows: A 0.0000; B 0.1869.

***

A.
ORCA calculation (ωB97M-V with the def2-TZVPD basis set) on one molecule with the formula C2H5N3S2.

HOMO ... -0.3198 Ha
SMILES ... [H]/N=C\NC(=S)NS
LUMO energy ... -0.27 eV
Gap between HOMO and LUMO ... 0.310 hartree

Last column: natural (NBO) charge in e.
CARTESIAN COORDINATES (ANGSTROEM)
N: -0.81 0.08 -0.17  -0.658
H: 1.82 0.39 -1.77  0.429
C: 0.10 0.28 -1.17  0.253
N: -1.29 0.11 2.23  -0.644
C: -0.60 0.61 1.23  0.259
N: 1.36 0.34 -0.81  -0.731
H: -1.92 -0.77 2.02  0.353
H: 0.34 1.28 1.39  0.211
S: 2.09 -0.92 0.30  0.147
H: 1.19 -2.04 -0.34  0.152
S: -0.50 0.64 -2.68  -0.193
H: -1.79 0.00 -0.24  0.423

***

B.
ORCA calculation (ωB97M-V with the def2-TZVPD basis set) on C2H5N3S2 as an isolated structure.

HOMO ... -0.3014 Ha
LUMO energy ... -0.83 eV
Gap between HOMO and LUMO ... 0.271 hartree

Last column: natural (NBO) charge in e.
CARTESIAN COORDINATES (ANGSTROEM)
N: 0.47 0.97 -1.00  -0.865
C: 1.59 -0.06 -0.94  0.224
C: -1.78 0.40 0.56  -0.457
H: -0.02 1.49 -1.80  0.436
N: 1.65 -0.92 0.01  -0.271
N: 0.50 -0.83 1.07  -0.748
S: -2.28 -0.61 -0.67  0.004
H: 0.75 -1.53 2.14  0.375
H: 2.42 -0.04 -1.69  0.218
S: -0.34 1.57 0.39  0.513
H: -0.41 -1.13 0.73  0.367
H: -2.54 0.69 1.21  0.203

***

The energy of each structure relative to the most stable one, in hartree, is as follows: A 0.0000; B 0.1104.

***

A.
ORCA calculation (ωB97M-V with the def2-TZVPD basis set) on a 2-piece molecular cluster, C3H11N2 overall.

Expectation value of S² ... 0.75
2S+1 ... 2
HOMO (spin up / spin down) ... -0.1361 / -0.2976 Ha
LUMO energy (spin up / spin down) ... 0.43 / 0.41 eV
Gap between HOMO and LUMO (spin up / spin down) ... 0.152 / 0.313 hartree

Last column: natural (NBO) charge in e.
CARTESIAN COORDINATES (ANGSTROEM)
C: 0.37 0.78 2.71  -0.394
N: -0.07 -0.16 1.82  -0.988
H: -0.88 -0.64 2.20  0.331
H: -1.58 -1.06 -0.83  0.224
H: -1.40 -0.08 -2.28  0.197
H: 0.35 1.16 -0.96  0.403
C: 1.09 -0.69 -1.42  -0.420
H: 2.06 -0.27 -1.19  0.223
H: -1.96 0.70 -0.78  0.233
H: 1.19 1.43 2.42  0.126
H: 0.15 0.07 0.28  0.467
H: -0.18 1.03 3.61  0.140
H: 1.02 -0.67 -2.51  0.198
H: 1.07 -1.71 -1.05  0.231
N: 0.08 0.19 -0.82  -0.559
C: -1.32 -0.07 -1.19  -0.411

***

B.
ORCA calculation (ωB97M-V with the def2-TZVPD basis set) on a 2-piece molecular cluster, C3H11N2 overall.

Expectation value of S² ... 0.75
2S+1 ... 2
HOMO (spin up / spin down) ... -0.1999 / -0.3426 Ha
LUMO energy (spin up / spin down) ... 0.96 / 0.85 eV
Gap between HOMO and LUMO (spin up / spin down) ... 0.235 / 0.374 hartree

Last column: natural (NBO) charge in e.
CARTESIAN COORDINATES (ANGSTROEM)
N: -0.67 -4.34 1.16  -0.861
H: 1.59 3.40 0.59  0.207
C: 0.83 3.00 -0.10  -0.610
H: 2.19 2.91 -1.89  0.207
H: 0.11 -4.59 0.55  0.358
H: 1.04 4.29 -1.77  0.200
H: -0.50 -4.47 2.15  0.369
C: 1.20 3.22 -1.58  -0.607
H: 0.54 1.94 0.01  0.201
H: -1.73 -3.67 -0.29  0.132
H: -0.72 -1.75 1.60  0.379
H: -1.68 -1.16 0.20  0.414
C: -1.32 -3.24 0.62  0.061
N: -1.27 -1.87 0.76  -0.851
H: -0.04 3.60 0.17  0.201
H: 0.44 2.73 -2.21  0.200

***

The energy of each structure relative to the most stable one, in hartree, is as follows: A 0.0290; B 0.0000.

***

A.
ORCA calculation (ωB97M-V with the def2-TZVPD basis set) on a 2-piece molecular cluster, C5H8BrI overall.

HOMO (spin up / spin down) ... -0.2893 / -0.2892 Ha
LUMO energy (spin up / spin down) ... -1.14 / -1.15 eV
Gap between HOMO and LUMO (spin up / spin down) ... 0.247 / 0.247 hartree

Last column: natural (NBO) charge in e.
CARTESIAN COORDINATES (ANGSTROEM)
C: 1.21 -0.14 -1.31  -0.574
Br: -3.79 -1.20 0.83  0.080
I: -2.38 1.36 -1.27  0.275
C: -0.94 0.23 -0.35  -0.021
H: -1.62 -2.27 0.85  0.117
C: -2.02 -1.34 1.29  -0.342
H: 2.06 0.69 1.13  0.212
H: 0.78 -0.50 1.45  0.231
H: 0.77 -0.05 -2.30  0.217
C: 0.99 0.51 1.12  -0.579
H: 0.56 1.78 -0.58  0.196
H: 1.18 -1.19 -1.01  0.221
H: 2.24 0.19 -1.35  0.225
C: 0.44 0.73 -0.29  -0.480
H: 0.51 1.21 1.81  0.221

***

B.
ORCA calculation (ωB97M-V with the def2-TZVPD basis set) on C5H8BrI as an isolated structure.

HOMO (spin up / spin down) ... -0.2937 / -0.3044 Ha
LUMO energy (spin up / spin down) ... -0.08 / -0.90 eV
Gap between HOMO and LUMO (spin up / spin down) ... 0.291 / 0.271 hartree

Last column: natural (NBO) charge in e.
CARTESIAN COORDINATES (ANGSTROEM)
H: -0.09 -0.26 1.62  0.256
C: -0.05 -0.10 0.57  -0.599
H: -1.31 -0.49 -1.66  0.214
H: -1.57 1.23 -0.11  0.206
H: -2.95 -0.66 -0.87  0.211
H: 0.31 -1.06 0.16  0.247
C: -1.43 0.24 0.28  -0.381
Br: 4.29 1.70 -0.26  0.159
C: -1.91 -0.75 -0.87  -0.592
H: -2.01 0.20 1.21  0.201
C: 2.95 0.52 -0.55  -0.459
I: 3.39 -1.62 -0.40  0.113
H: 1.16 1.95 0.80  0.189
H: -1.80 -1.75 -0.43  0.199
C: 1.03 0.85 0.51  0.037

***

The energy of each structure relative to the most stable one, in hartree, is as follows: A 0.0000; B 0.0193.

***

A.
ORCA calculation (ωB97M-V with the def2-TZVPD basis set) on a 2-piece molecular cluster, C3H6NO2S overall.

Charge ... +1
HOMO (spin up / spin down) ... -0.4612 / -0.5019 Ha
LUMO energy (spin up / spin down) ... -6.24 / -4.90 eV
Gap between HOMO and LUMO (spin up / spin down) ... 0.232 / 0.322 hartree

Last column: natural (NBO) charge in e.
CARTESIAN COORDINATES (ANGSTROEM)
H: -1.74 0.90 -1.63  0.167
O: 0.14 -1.55 2.08  -0.585
H: -0.16 -3.32 0.50  0.055
H: 0.17 0.33 2.55  0.205
C: -1.61 1.89 -1.89  -0.412
S: 1.08 -2.85 1.13  1.386
C: 0.74 0.88 -0.30  0.317
H: -1.31 2.18 -2.88  0.187
C: 0.34 -0.32 1.79  0.485
H: -1.80 2.82 -1.16  0.207
H: 1.54 0.94 -1.03  0.227
N: 0.77 0.23 0.71  -0.408
O: 1.83 -2.15 0.14  -0.831

***

B.
ORCA calculation (ωB97M-V with the def2-TZVPD basis set) on an isolated ion of composition C3H6NO2S and charge +1.

Charge ... +1
HOMO ... -0.5262 Ha
LUMO energy ... -5.37 eV
Gap between HOMO and LUMO ... 0.329 hartree

Last column: natural (NBO) charge in e.
CARTESIAN COORDINATES (ANGSTROEM)
C: 2.90 -0.01 0.03  0.513
S: 2.12 1.40 0.26  0.589
N: 0.30 -1.05 0.66  -0.856
C: 0.55 1.01 -0.62  -0.511
O: 2.99 -1.10 -0.69  -0.134
O: 3.98 -0.68 0.30  -0.113
H: 0.27 -1.76 -0.06  0.381
H: -1.29 0.03 -0.28  0.224
C: -0.36 0.18 0.29  -0.243
H: -0.60 0.74 1.19  0.221
H: 0.79 0.49 -1.54  0.250
H: 0.09 1.98 -0.85  0.276
H: -0.05 -1.44 1.53  0.402

***

C.
ORCA calculation (ωB97M-V with the def2-TZVPD basis set) on an isolated ion of composition C3H6NO2S and charge +1.

Charge ... +1
HOMO (spin up / spin down) ... -0.5269 / -0.5269 Ha
LUMO energy (spin up / spin down) ... -6.03 / -6.03 eV
Gap between HOMO and LUMO (spin up / spin down) ... 0.305 / 0.305 hartree

Last column: natural (NBO) charge in e.
CARTESIAN COORDINATES (ANGSTROEM)
C: -0.48 1.05 -0.66  -0.446
S: 1.16 1.48 0.18  0.512
O: 2.83 -0.78 0.34  -0.127
H: -0.95 2.01 -0.88  0.275
C: -1.29 0.17 0.30  -0.251
H: -0.50 -1.38 1.48  0.410
H: -1.51 0.69 1.17  0.232
O: 2.03 -0.95 -0.84  -0.175
H: -0.07 -1.63 -0.06  0.404
C: 1.75 -0.06 0.08  0.487
N: -0.64 -1.05 0.54  -0.798
H: -0.11 0.52 -1.51  0.233
H: -2.22 -0.07 -0.16  0.244

***

The energy of each structure relative to the most stable one, in hartree, is as follows: A 0.0872; B 0.0000; C 0.0310.